(1)
DFT (the ωB97M-V functional and the def2-TZVPD basis) results for a molecular structure, C10H25ClIN3OPRe at a distorted geometry.

Structure (XYZ):
```
43
Properties=species:S:1:pos:R:3:forces:R:3
C -0.695 2.476 -0.675 2.0 1.6 -1.2
I -2.067 -1.194 1.221 -0.2 -0.9 0.2
H 0.144 2.963 -1.216 -0.3 -0.3 0.1
H -0.622 2.842 0.362 -0.1 -0.4 -0.3
H -1.622 2.818 -1.153 0.2 -0.3 0.3
Re -0.136 0.415 -0.962 5.1 1.4 2.9
P -1.642 0.370 -2.627 -4.5 0.4 -4.4
C -3.419 0.711 -2.340 0.1 -0.1 0.8
C -1.355 1.669 -3.884 0.8 0.3 0.1
H -0.704 -1.511 -3.813 -0.1 -0.1 -0.1
H -2.311 -1.076 -4.449 0.0 0.2 0.1
H -2.181 -1.961 -2.914 0.1 0.0 -0.1
C -1.713 -1.195 -3.540 0.6 -0.5 0.4
H -0.337 1.604 -4.275 -0.2 0.1 0.0
H -2.074 1.550 -4.702 0.0 -0.2 0.2
H -3.923 0.773 -3.311 0.2 -0.1 0.1
H -3.552 1.660 -1.808 -0.1 -0.2 -0.2
H -1.501 2.658 -3.436 0.0 -0.1 -0.1
H -3.869 -0.094 -1.753 -0.1 0.1 -0.1
C -1.798 0.791 0.217 -4.0 3.8 2.4
O -2.573 1.579 0.723 2.9 -4.3 -1.9
Cl 1.530 0.559 -2.610 -1.7 -0.2 1.3
C 0.772 0.994 3.533 0.3 0.4 0.7
N 1.525 -0.136 3.016 0.3 0.2 -2.0
C 2.774 -0.411 3.742 0.3 -0.4 0.6
C 1.435 -0.463 1.674 0.9 -1.7 3.1
N 0.984 0.450 0.809 -1.0 0.7 -1.7
N 1.804 -1.712 1.335 -1.2 0.9 -0.2
C 1.753 -2.807 2.313 0.2 -0.4 0.4
C 1.982 -2.123 -0.053 0.0 0.1 -0.1
H 0.453 0.776 4.566 0.2 0.1 -0.4
H -0.118 1.148 2.943 -0.3 0.1 -0.1
H 1.396 1.913 3.560 -0.4 -0.4 0.0
H 2.575 -1.033 4.625 0.1 0.2 -0.2
H 3.496 -0.927 3.102 -0.2 0.2 0.1
H 3.205 0.546 4.076 -0.2 -0.3 -0.1
H 1.087 1.374 1.230 -0.1 0.0 -0.2
H 1.161 -3.638 1.901 0.3 0.3 0.0
H 2.765 -3.172 2.535 -0.3 0.0 0.0
H 1.278 -2.475 3.244 0.2 0.0 -0.3
H 1.264 -2.907 -0.314 0.0 0.0 0.1
H 1.846 -1.260 -0.729 0.5 -0.5 0.3
H 2.985 -2.541 -0.162 -0.1 0.2 -0.3
```
Positions in Å, forces in eV/Å.

Its total charge is +3. The HOMO-LUMO gap (spin up / spin down) is 4.82 / 4.18 eV. The calculation puts the HOMO energy (spin up / spin down) at -19.05 / -19.10 eV. Its LUMO energy (spin up / spin down) is -14.23 / -14.93 eV. Its spin multiplicity is 4.

Results of the Löwdin charge analysis, in e, for atoms 1 through 6: -0.173 1.183 0.073 0.075 0.059 1.055


(2)
DFT (the ωB97M-V functional and the def2-TZVPD basis) results for a molecular structure, C10H25F6N3O7S2 at a distorted geometry.

Structure (XYZ):
```
53
Properties=species:S:1:pos:R:3:forces:R:3
O 0.917 -0.785 0.045 0.4 0.3 0.1
H 0.686 -0.934 1.027 -0.5 -0.1 0.1
H 0.258 -0.110 -0.379 0.1 -0.1 0.3
H 1.876 -0.391 0.018 -0.3 0.0 -0.4
C 3.016 1.440 2.491 0.4 -0.2 -0.4
F 2.904 2.566 1.798 -0.2 0.0 0.1
F 3.671 1.694 3.613 -0.1 -0.1 0.2
F 1.787 0.985 2.777 0.0 0.2 0.1
S 3.897 0.118 1.493 -0.8 -0.7 -0.3
O 5.292 0.339 1.582 0.5 0.6 -0.1
O 3.396 -1.130 1.985 -0.7 0.0 0.2
N 3.232 0.341 0.015 1.1 0.4 1.4
S 4.179 1.235 -0.924 -0.2 1.2 -1.1
O 4.749 2.399 -0.313 -0.1 -0.3 0.3
O 4.966 0.416 -1.773 0.5 -0.4 -0.4
C 2.930 2.011 -2.079 -0.4 -1.3 -0.4
F 3.423 3.088 -2.655 0.0 0.1 0.2
F 2.590 1.133 -3.062 0.2 0.3 0.3
F 1.786 2.299 -1.449 -0.1 0.5 0.2
C -1.562 0.235 3.298 0.0 1.5 -0.8
C -1.439 -1.161 2.803 -0.1 -1.7 0.9
C -2.372 -1.510 1.668 0.0 0.5 -0.8
O -3.677 -1.158 2.057 0.2 0.4 0.2
C -4.618 -1.212 1.011 0.2 -1.1 0.2
N -0.028 -1.444 2.454 0.3 -0.4 0.5
H -2.574 0.507 3.584 -0.1 -0.3 0.2
H -1.316 0.924 2.472 0.1 -0.1 0.2
H -0.869 0.468 4.103 0.0 -0.2 0.1
H -1.725 -1.836 3.627 0.0 0.1 0.0
H -2.337 -2.569 1.375 0.2 0.0 0.2
H -2.067 -0.936 0.767 -0.1 -0.1 0.2
H -5.004 -2.240 0.933 0.0 0.1 -0.2
H -4.127 -0.973 0.064 -0.3 0.4 -0.1
H -5.455 -0.578 1.280 0.0 0.3 -0.2
H 0.489 -1.268 3.318 0.2 0.4 -0.4
H 0.137 -2.448 2.351 -0.4 0.1 -0.3
C -2.154 1.745 -2.854 -0.1 0.1 -0.5
C -1.727 0.529 -2.021 -0.2 1.5 0.1
C -0.959 -0.428 -2.882 0.3 1.0 -0.8
O -0.556 -1.516 -2.141 0.2 -0.6 0.0
C 0.457 -2.305 -2.766 -0.4 0.1 0.2
N -0.880 1.010 -0.849 -1.5 0.1 -0.3
H -2.634 1.444 -3.791 -0.1 -0.1 0.2
H -1.321 2.384 -3.165 0.2 -0.2 0.2
H -2.859 2.370 -2.305 0.0 0.0 0.0
H -2.672 0.127 -1.648 0.3 -0.5 0.2
H -0.105 0.160 -3.281 0.1 -0.3 0.3
H -1.521 -0.668 -3.798 -0.3 -0.3 0.3
H 1.141 -1.684 -3.349 0.1 0.1 0.2
H 0.008 -3.040 -3.440 0.0 -0.1 0.1
H 0.979 -2.794 -1.949 0.2 -0.1 -0.2
H -0.656 1.987 -1.045 0.6 -0.3 -0.2
H -1.556 1.164 -0.093 0.3 -0.4 0.1
```
Positions in Å, forces in eV/Å.

Its total charge is 0. The HOMO-LUMO gap is 10.36 eV. The calculation puts the HOMO energy at -10.15 eV. Its LUMO energy is 0.22 eV.

Results of the Löwdin charge analysis, in e, for atoms 1 through 6: 0.072 0.065 0.078 0.045 -0.660 0.143


Relative energy (zero: lowest compared OMol25 entry of this formula, charge and spin), record by record: 67.9, 0.0 kcal per mole